1.
# C4H10N2

2 unconnected molecules or ions with the total composition C4H10N2 (the ωB97M-V functional and the def2-TZVPD basis, the Open Molecules 2025 dataset).

The molecular weight comes out at 86.14 g mol⁻¹. Its total charge is +1. Its expectation value of S² is 0.7540. The spin multiplicity is 2. For the gap between HOMO and LUMO (spin up / spin down), the calculation gives 5.952 / 2.273 eV. The value obtained for the energy relative to the best compared isomer or geometry (same formula, charge and spin) is 108.0 kcal/mol. As for the LUMO energy (spin up / spin down): -5.77 / -9.44 eV.

Positions of all 16 atoms, in Å:
C: 0.02 2.81 -1.23
C: 1.50 2.88 -0.99
C: 1.97 2.54 0.19
H: -0.52 3.80 -1.13
H: -0.61 2.13 -0.65
H: -0.33 2.65 -2.25
H: 2.09 2.88 -1.85
H: 3.00 2.13 0.45
H: 1.41 2.93 1.12
N: -1.85 -2.79 1.60
C: -0.76 -2.54 0.73
N: -0.63 -3.02 -0.45
H: -2.77 -2.88 1.25
H: -1.81 -2.21 2.51
H: 0.13 -1.87 1.02
H: 0.37 -2.96 -0.63

---

2.
# CH4NOP

CH4NOP in the gas phase (the ωB97M-V functional and the def2-TZVPD basis, the Open Molecules 2025 dataset).

The molecular weight comes out at 77.02 g mol⁻¹. Its expectation value of S² is 2.0118. The spin multiplicity is 3. For the gap between HOMO and LUMO (spin up / spin down), the calculation gives 6.077 / 7.759 eV. The value obtained for the energy relative to the best compared isomer or geometry (same formula, charge and spin) is 27.6 kcal/mol. As for the LUMO energy (spin up / spin down): 0.81 / -2.37 eV.

Positions of all 8 atoms, in Å:
C: -1.40 0.55 0.02
N: 1.00 -1.34 0.14
O: 1.14 1.21 0.07
P: 0.12 -0.07 -0.05
H: -2.01 -0.36 0.06
H: 0.72 -2.32 0.14
H: 2.03 0.88 0.24
H: -1.60 1.45 -0.63

---

3.
# C30H28Cl3IrN2O2S2

A molecular structure, C30H28Cl3IrN2O2S2 (the ωB97M-V functional and the def2-TZVPD basis, the Open Molecules 2025 dataset).

The molecular weight comes out at 811.28 g mol⁻¹. Its total charge is +1. Its expectation value of S² is 0.7633. The spin multiplicity is 2. For the gap between HOMO and LUMO (spin up / spin down), the calculation gives 5.510 / 5.510 eV. The value obtained for the energy relative to the best compared isomer or geometry (same formula, charge and spin) is 37.1 kcal/mol. As for the LUMO energy (spin up / spin down): -4.32 / -4.35 eV.

Positions of all 68 atoms, in Å:
Ir: 1.81 -0.87 0.19
C: 3.09 2.28 -0.10
C: 1.80 2.68 0.21
C: 1.31 1.84 1.23
C: 2.31 0.78 1.52
C: 3.45 1.19 0.73
C: 4.85 0.77 0.97
C: 2.42 0.22 2.92
C: 0.05 2.00 1.98
C: 1.02 3.78 -0.43
C: 4.00 2.86 -1.13
H: 5.34 1.54 1.58
H: 5.42 0.69 0.04
H: 4.93 -0.17 1.52
H: 2.45 1.03 3.66
H: 3.33 -0.36 3.04
H: 1.55 -0.40 3.15
H: 0.28 2.32 3.00
H: -0.45 1.04 2.06
H: -0.61 2.73 1.53
H: 1.16 4.72 0.10
H: -0.04 3.55 -0.44
H: 1.33 3.92 -1.47
H: 4.89 3.29 -0.67
H: 3.51 3.64 -1.70
H: 4.34 2.09 -1.83
Cl: -4.56 -3.36 -1.26
C: -3.15 -2.78 -0.44
C: -1.90 -3.05 -0.96
C: -0.81 -2.53 -0.30
Cl: 0.80 -2.87 -0.93
C: -0.86 -1.73 0.84
O: 0.22 -1.19 1.40
C: -2.15 -1.55 1.35
Cl: -2.37 -0.66 2.83
C: -3.28 -2.05 0.72
H: -1.78 -3.64 -1.86
H: -4.26 -1.83 1.13
S: 3.69 -1.27 -1.29
C: 4.06 -2.36 -0.07
N: 5.01 -3.34 -0.08
C: 5.11 -4.25 0.91
C: 4.27 -4.20 1.97
C: 3.33 -3.15 2.00
N: 3.25 -2.26 1.03
H: 5.61 -3.39 -0.89
H: 5.88 -5.00 0.79
H: 4.32 -4.93 2.77
H: 2.64 -3.03 2.82
C: -8.53 0.70 -1.51
C: -7.04 0.79 -1.34
O: -6.46 0.45 -0.34
S: -6.24 1.46 -2.80
C: -4.52 1.28 -2.40
C: -3.99 1.82 -1.23
C: -2.65 1.62 -0.94
C: -1.82 0.91 -1.81
C: -2.35 0.43 -3.01
C: -3.70 0.60 -3.29
C: -0.48 0.57 -1.40
C: 0.56 0.20 -0.91
H: -9.00 0.63 -0.54
H: -8.76 -0.20 -2.09
H: -8.92 1.56 -2.07
H: -4.61 2.37 -0.55
H: -2.24 1.99 -0.01
H: -1.72 -0.11 -3.70
H: -4.12 0.19 -4.20